No. 1
DFT (ωB97M-V with the def2-TZVPD basis set) results for one molecule with the formula H3OPSi in a non-equilibrium geometry.

Atoms and positions in Å:
O  2.511  0.573  0.669
P  1.636  -0.482  -0.509
Si  -0.636  0.018  -0.009
H  -1.203  0.213  -1.474
H  -1.084  -1.396  0.483
H  -1.225  1.074  0.841

Its energy above the lowest of the compared OMol25 structures with the same formula, charge and spin is 2.5450 eV. For the HOMO-LUMO gap (alpha / beta), the calculation gives 7.349 / 7.358 eV. The largest force on an atom is 8.1 eV/A. The value obtained for the molar mass is 78.1 g/mol. As for the SMILES: O=P[SiH3].

=====

No. 2
DFT (ωB97M-V with the def2-TZVPD basis set) results for C15H31BrHfP2 as an isolated structure in a non-equilibrium geometry.

Atoms and positions in Å:
P  -0.329  -1.584  -1.548
P  0.287  1.891  -1.237
C  -0.466  -0.412  -2.955
C  0.385  0.869  -2.814
H  -1.528  -0.153  -3.096
H  -0.147  -0.989  -3.835
H  1.449  0.671  -3.021
H  0.050  1.588  -3.582
C  -1.377  2.579  -1.450
H  -1.639  3.243  -0.618
H  -2.139  1.799  -1.575
H  -1.307  3.157  -2.378
C  1.310  3.357  -1.582
H  0.861  3.853  -2.453
H  2.347  3.071  -1.808
H  1.294  4.046  -0.725
C  -1.318  -3.054  -1.947
H  -1.195  -3.779  -1.129
H  -0.940  -3.488  -2.885
H  -2.384  -2.808  -2.043
C  1.369  -2.209  -1.798
H  2.118  -1.407  -1.793
H  1.396  -2.734  -2.757
H  1.595  -2.904  -0.981
Hf  0.203  0.241  3.176
C  0.453  1.877  0.736
C  -0.826  1.367  1.472
C  -1.524  0.292  0.661
C  -1.735  -1.100  1.297
C  -0.492  -1.886  1.571
C  0.835  -1.449  1.638
C  1.485  -0.441  0.702
C  1.644  1.003  1.204
C  -0.141  -1.271  4.695
H  0.631  2.934  0.985
H  -1.477  2.171  1.855
H  -0.924  0.121  -0.267
H  -2.471  0.676  0.240
H  -2.361  -1.001  2.207
H  -2.360  -1.685  0.592
H  -0.706  -2.873  1.994
H  1.527  -2.127  2.158
H  0.891  -0.363  -0.235
H  2.470  -0.822  0.380
H  1.793  1.024  2.368
H  2.615  1.443  0.906
H  0.620  -1.146  5.485
H  -0.101  -2.323  4.370
H  -1.118  -1.120  5.192
Br  1.376  1.856  4.629

For the HOMO-LUMO gap, the calculation gives 6.592 eV. The largest force on an atom is 2.5 eV/A. The value obtained for the molar mass is 531.8 g/mol. The charge is +2.

=====

No. 3
DFT (ωB97M-V with the def2-TZVPD basis set) results for one molecule with the formula C2H2N2O3 in a non-equilibrium geometry.

Atoms and positions in Å:
O  -1.428  1.513  -0.028
C  -0.438  0.816  0.015
N  0.955  1.170  0.111
N  1.723  -0.109  0.068
O  0.821  -1.180  -0.263
C  -0.480  -0.748  -0.030
O  -1.438  -1.493  0.116
H  1.141  1.821  -0.791
H  1.988  -0.369  1.026

Its energy above the lowest of the compared OMol25 structures with the same formula, charge and spin is 2.7360 eV. For the HOMO-LUMO gap, the calculation gives 9.950 eV. The largest force on an atom is 3.5 eV/A. The value obtained for the molar mass is 102.0 g/mol. As for the SMILES: O=c1[nH][nH]oc1=O.

=====

No. 4
DFT (ωB97M-V with the def2-TZVPD basis set) results for C19H40OP2Ti as an isolated structure in a non-equilibrium geometry.

Atoms and positions in Å:
P  -0.215  1.821  -0.140
P  -2.328  -0.039  -2.419
C  -1.116  2.424  -1.645
C  -2.431  1.716  -1.991
H  -0.392  2.322  -2.469
H  -1.317  3.492  -1.485
H  -3.204  1.778  -1.203
H  -2.864  2.194  -2.885
C  -2.456  -0.171  -4.261
H  -1.844  -1.014  -4.635
H  -2.115  0.763  -4.740
H  -3.506  -0.357  -4.546
C  -3.773  -0.970  -1.838
H  -4.529  -0.974  -2.638
H  -4.213  -0.487  -0.954
H  -3.548  -2.026  -1.603
C  1.228  3.441  -0.733
H  2.189  3.493  -0.129
H  0.723  4.408  -0.733
H  1.519  3.147  -1.751
C  -1.313  2.665  1.114
H  -2.108  1.974  1.406
H  -1.765  3.570  0.672
H  -0.764  2.938  2.030
Ti  1.502  2.339  1.252
C  -0.301  -2.831  1.188
C  -0.170  -3.435  -0.005
C  -0.895  -3.280  -1.342
C  -0.365  -2.228  -2.336
C  -0.737  -0.746  -1.995
C  -0.613  -0.386  -0.542
C  -1.599  -0.770  0.497
C  -0.872  -1.512  1.619
C  1.178  2.774  3.257
H  -0.006  -3.451  2.055
H  0.453  -4.344  -0.001
H  -1.962  -3.116  -1.167
H  -0.821  -4.274  -1.831
H  0.742  -2.251  -2.340
H  -0.673  -2.485  -3.371
H  0.014  -0.144  -2.541
H  0.426  -0.524  -0.221
H  -2.449  -1.358  0.103
H  -2.064  0.159  0.884
H  -0.122  -0.844  2.090
H  -1.583  -1.727  2.435
H  0.786  1.762  3.548
H  0.414  3.544  3.467
H  2.128  2.957  3.792
C  2.648  -0.864  3.289
C  3.166  -0.376  1.947
C  4.619  0.075  2.085
C  3.088  -1.522  0.939
O  2.364  0.712  1.453
H  3.418  -1.543  3.698
H  1.721  -1.442  3.182
H  2.492  -0.047  4.003
H  5.188  -0.737  2.567
H  5.066  0.258  1.098
H  4.724  0.966  2.714
H  2.047  -1.838  0.804
H  3.524  -1.204  -0.015
H  3.665  -2.371  1.316

Its energy above the lowest of the compared OMol25 structures with the same formula, charge and spin is 0.0000 eV. For the HOMO-LUMO gap (alpha / beta), the calculation gives 3.615 / 5.434 eV. The largest force on an atom is 2.0 eV/A. The value obtained for the molar mass is 394.3 g/mol. Its expectation value of S² is 2.018. The spin multiplicity is 3.

=====

No. 5
DFT (ωB97M-V with the def2-TZVPD basis set) results for a 6-piece molecular cluster, C5H24N2O5 overall in a non-equilibrium geometry.

Atoms and positions in Å:
C  -0.193  0.648  -2.938
C  0.020  -0.175  -1.657
C  1.394  0.237  -0.922
C  1.391  0.405  0.569
C  1.041  1.516  1.188
N  1.818  -0.829  1.242
N  -1.139  0.215  -0.692
H  0.457  1.514  -3.034
H  -1.248  0.887  -3.003
H  0.059  0.035  -3.802
H  -0.172  -1.223  -1.852
H  1.682  1.120  -1.480
H  2.078  -0.548  -1.243
H  1.108  1.684  2.246
H  0.675  2.374  0.637
H  2.857  -0.900  1.047
H  1.592  -0.911  2.229
H  1.349  -1.627  0.773
H  -1.815  0.892  -1.100
H  -1.661  -0.589  -0.350
H  -0.765  0.661  0.131
H  -2.316  -1.862  3.028
H  -1.717  -0.594  2.253
O  -1.534  -1.455  2.650
H  -0.533  -3.771  0.486
H  -0.219  -3.106  1.855
O  0.070  -3.175  0.938
H  -2.358  1.662  2.410
H  -3.457  0.870  1.513
O  -2.531  1.048  1.692
H  -3.065  2.763  -2.355
H  -3.849  2.091  -1.163
O  -3.112  2.000  -1.772
H  4.915  -1.386  -0.014
H  4.818  0.185  0.211
O  4.359  -0.657  0.280

Its energy above the lowest of the compared OMol25 structures with the same formula, charge and spin is 0.3076 eV. For the HOMO-LUMO gap, the calculation gives 11.638 eV. The largest force on an atom is 2.2 eV/A. The value obtained for the molar mass is 192.3 g/mol. The charge is +2.

=====

No. 6
DFT (ωB97M-V with the def2-TZVPD basis set) results for C12H30N2O4Ti as an isolated structure in a non-equilibrium geometry.

Atoms and positions in Å:
Ti  -0.143  0.063  -0.215
C  0.420  -1.333  3.092
O  1.127  -0.638  2.066
C  2.461  -1.092  1.932
C  3.055  -0.448  0.708
N  2.178  -0.659  -0.436
C  2.078  -2.072  -0.838
C  1.142  -2.257  -1.998
O  -0.098  -1.682  -1.702
C  -0.998  -1.805  -2.783
H  0.407  -2.405  2.884
H  -0.603  -0.964  3.079
H  0.867  -1.122  4.065
H  2.463  -2.182  1.841
H  3.066  -0.811  2.802
H  4.078  -0.820  0.563
H  3.113  0.634  0.841
H  2.546  -0.148  -1.232
H  1.759  -2.672  0.009
H  3.054  -2.469  -1.163
H  1.040  -3.326  -2.227
H  1.555  -1.797  -2.911
H  -0.630  -1.252  -3.652
H  -1.957  -1.399  -2.472
H  -1.151  -2.858  -3.042
C  1.209  2.473  1.917
O  0.418  2.123  0.789
C  0.037  3.263  0.011
C  -0.425  2.865  -1.375
N  -1.341  1.704  -1.383
C  -2.501  1.849  -0.474
C  -3.212  0.531  -0.277
O  -2.331  -0.384  0.343
C  -2.836  -1.717  0.386
H  0.853  3.415  2.344
H  2.254  2.588  1.621
H  1.094  1.678  2.644
H  0.903  3.927  -0.090
H  -0.719  3.831  0.563
H  0.417  2.648  -2.024
H  -0.945  3.762  -1.754
H  -1.704  1.580  -2.319
H  -3.264  2.497  -0.934
H  -2.211  2.216  0.505
H  -3.580  0.094  -1.217
H  -4.091  0.710  0.355
H  -3.770  -1.741  0.949
H  -2.055  -2.315  0.842
H  -3.029  -2.080  -0.628

Its energy above the lowest of the compared OMol25 structures with the same formula, charge and spin is 0.0000 eV. For the HOMO-LUMO gap (alpha / beta), the calculation gives 4.987 / 10.713 eV. The largest force on an atom is 1.2 eV/A. The value obtained for the molar mass is 314.2 g/mol. Its expectation value of S² is 3.752. The charge is +1. The spin multiplicity is 4.